Computed, not measured: a cluster of 8 separate species, C37H35BCl30F3N4O8PS in total, with ωB97M-V/def2-TZVPD.

For the LUMO energy, the calculation gives -0.65 eV. The spin multiplicity is 1. The structure (SMILES) is C[C@H](Cc1cc([C@@H](Cl)[C@@H](C)Cl)c(ON=O)c2c1Sc1c(c(OC[C@@H](C)O)c(COC(F)(F)F)c(P(N)O)c1B(N)O)N2)OCc1ccccc1.ClC(Cl)(Cl)Cl.ClC(Cl)(Cl)Cl.ClC(Cl)(Cl)Cl.ClC(Cl)(Cl)Cl.ClC(Cl)(Cl)Cl.ClC(Cl)(Cl)Cl.ClC(Cl)(Cl)Cl. The calculation puts the largest force on an atom at 5.56 eV Å⁻¹. The total charge is 0.

Element x y z (Å)
C 3.89 5.06 1.38
C 3.52 3.88 0.32
C 4.72 2.78 0.21
C 4.31 1.61 1.26
C 4.74 1.75 2.74
C 4.30 0.61 3.73
C 4.80 0.78 5.25
Cl 3.45 0.47 6.45
C 6.16 -0.06 5.57
C 5.92 -1.37 6.47
Cl 7.04 -0.61 4.04
C 3.47 -0.58 3.19
O 3.08 -1.63 4.12
N 1.78 -1.32 4.45
O 1.37 -2.07 5.28
C 3.05 -0.73 1.68
C 3.50 0.40 0.73
S 3.07 0.27 -1.09
C 1.65 -0.89 -1.07
C 1.45 -1.83 0.14
C 0.19 -2.78 0.09
O -0.16 -3.68 1.13
C -0.77 -3.00 2.26
C -1.77 -1.81 1.87
C -2.94 -1.65 3.00
O -1.11 -0.49 1.84
C -0.77 -2.77 -1.16
C -2.04 -3.77 -1.25
O -3.31 -3.06 -1.33
C -4.39 -3.85 -0.88
F -4.21 -5.24 -1.05
F -5.50 -3.49 -1.71
F -4.67 -3.48 0.46
C -0.55 -1.84 -2.41
P -1.72 -1.94 -3.89
N -2.25 -0.34 -4.42
O -0.69 -2.49 -5.19
C 0.70 -0.87 -2.33
B 1.03 0.15 -3.58
N 0.46 1.53 -3.70
O 1.90 -0.31 -4.65
N 2.30 -1.95 1.34
O 3.07 4.38 -0.96
C 1.70 4.02 -1.23
C 0.63 4.80 -0.32
C 0.18 6.28 -0.56
C -0.86 6.91 0.43
C -1.47 6.13 1.64
C -1.04 4.65 1.87
C -0.01 4.05 0.89
H 3.43 6.02 0.97
H 5.02 5.14 1.58
H 3.34 4.83 2.37
H 2.62 3.33 0.80
H 5.66 3.28 0.62
H 4.84 2.39 -0.86
H 5.37 2.63 3.15
H 5.10 1.89 5.38
H 6.91 0.64 6.11
H 6.74 -2.14 6.20
H 6.01 -1.08 7.58
H 4.92 -1.89 6.28
H -1.37 -3.75 2.90
H 0.08 -2.57 2.92
H -2.32 -1.94 0.88
H -2.68 -0.87 3.79
H -3.24 -2.66 3.45
H -3.87 -1.28 2.42
H -0.71 -0.35 0.95
H -1.90 -4.39 -2.22
H -1.95 -4.49 -0.37
H -1.98 -0.24 -5.42
H -1.86 0.43 -3.85
H -1.25 -2.68 -5.99
H 0.23 1.94 -2.78
H 1.09 2.12 -4.25
H 2.48 -0.98 -4.21
H 2.99 -2.71 1.16
H 1.49 4.35 -2.32
H 1.52 2.88 -1.22
H 0.61 6.89 -1.42
H -1.22 7.99 0.29
H -2.23 6.60 2.36
H -1.42 3.99 2.71
H 0.31 2.95 1.04
Cl -5.14 5.13 -2.23
C -5.22 5.41 -0.48
Cl -6.15 4.11 0.29
Cl -3.57 5.44 0.19
Cl -6.00 6.98 -0.17
Cl 2.18 -5.27 -4.83
C 3.67 -4.39 -5.22
Cl 3.77 -2.94 -4.20
Cl 5.07 -5.43 -4.93
Cl 3.63 -3.90 -6.93
Cl -5.35 2.46 6.53
C -5.13 1.70 4.94
Cl -4.38 0.10 5.14
Cl -6.70 1.53 4.14
Cl -4.07 2.73 3.94
Cl -6.03 6.01 6.09
C -4.26 6.19 6.10
Cl -3.83 7.75 6.84
Cl -3.53 4.87 7.04
Cl -3.65 6.14 4.44
Cl -2.48 -3.68 -7.90
C -2.38 -5.45 -7.69
Cl -1.17 -5.82 -6.46
Cl -3.96 -6.07 -7.18
Cl -1.92 -6.20 -9.23
Cl -6.56 -5.07 2.38
C -5.78 -6.54 1.77
Cl -4.02 -6.38 1.88
Cl -6.31 -7.93 2.74
Cl -6.25 -6.80 0.07
Cl -0.27 -3.25 -12.17
C 1.11 -4.31 -11.83
Cl 0.54 -6.00 -11.72
Cl 2.30 -4.17 -13.13
Cl 1.85 -3.84 -10.28



Computed, not measured: a cluster of 2 separate species, C4H12NO3 in total, with ωB97M-V/def2-TZVPD.

For the LUMO energy (spin up / spin down), the calculation gives 0.83 / -2.58 eV. The spin multiplicity is 2. The calculation puts the largest force on an atom at 2.83 eV Å⁻¹. Its expectation value of S² is 0.755. The total charge is 0.

Element x y z (Å)
C -0.49 0.28 -0.19
C 0.49 1.50 -0.08
C 0.47 2.42 -1.29
O 1.49 3.43 -1.20
N 0.37 -0.93 0.04
C 0.16 -1.49 1.38
O -1.12 -1.92 1.50
H -1.24 0.55 0.54
H -0.97 0.24 -1.17
H 0.12 2.11 0.74
H 1.50 1.27 0.27
H 0.60 1.85 -2.21
H -0.39 3.08 -1.29
H 2.19 3.20 -0.58
H -0.13 -1.57 -0.58
H 0.96 -2.20 1.61
H 0.37 -0.70 2.12
H -1.02 -3.19 0.54
H -2.10 -4.14 0.03
O -1.25 -3.77 -0.19



Computed, not measured: a cluster of 12 separate species, C54H143N11O16 in total, with ωB97M-V/def2-TZVPD.

For the LUMO energy, the calculation gives 0.31 eV. The spin multiplicity is 1. The structure (SMILES) is COC[C@H](C)N.COC[C@H](C)N.COC[C@H](C)N.COC[C@H](C)N.COC[C@H](C)N.COC[C@H](C)N.COC[C@H](C)N.COCCNCCOC.COCCNCCOC.COCCNCCOC.COCCNCCOC.CCO. The calculation puts the largest force on an atom at 3.69 eV Å⁻¹. The total charge is 0.

Element x y z (Å)
C -0.93 -5.24 5.46
O -2.02 -6.14 5.61
C -3.03 -6.05 4.64
C -3.67 -4.65 4.77
C -4.10 -4.16 6.19
N -4.91 -4.56 3.97
H -0.51 -5.42 4.47
H -0.19 -5.42 6.24
H -1.17 -4.18 5.58
H -2.62 -6.03 3.64
H -3.83 -6.77 4.80
H -3.01 -3.88 4.38
H -3.40 -4.38 6.99
H -4.99 -4.67 6.54
H -4.25 -3.08 6.21
H -4.87 -3.61 3.62
H -5.67 -4.53 4.64
C -7.39 0.42 1.10
O -6.88 -0.62 1.98
C -7.42 -0.55 3.30
C -6.74 -1.75 4.08
C -7.29 -1.96 5.56
N -5.30 -1.41 4.05
H -7.69 1.28 1.70
H -8.27 0.13 0.53
H -6.66 0.84 0.41
H -7.11 0.44 3.65
H -8.48 -0.64 3.05
H -6.93 -2.68 3.55
H -6.61 -2.62 6.10
H -8.28 -2.40 5.63
H -7.40 -1.02 6.11
H -5.17 -0.78 3.28
H -5.28 -0.79 4.85
C -1.92 -8.32 -2.63
O -1.89 -7.29 -1.70
C -1.11 -6.15 -1.93
C -1.88 -4.99 -1.28
C -2.30 -5.35 0.17
N -3.14 -4.76 -2.10
H -2.60 -9.11 -2.33
H -0.94 -8.79 -2.69
H -2.04 -8.08 -3.69
H -0.06 -6.23 -1.65
H -0.97 -5.94 -2.99
H -1.33 -4.05 -1.40
H -2.60 -6.36 0.47
H -3.19 -4.76 0.36
H -1.55 -5.03 0.91
H -3.67 -5.53 -1.71
H -3.59 -3.89 -1.84
C -6.42 -3.56 0.24
O -5.62 -3.51 -0.90
C -6.24 -3.09 -2.13
C -6.61 -1.65 -2.07
C -7.27 -1.15 -3.32
N -5.38 -0.83 -1.88
H -7.31 -4.17 0.13
H -6.84 -2.58 0.49
H -5.90 -3.99 1.09
H -5.40 -3.36 -2.77
H -7.04 -3.78 -2.40
H -7.38 -1.41 -1.33
H -6.75 -1.52 -4.20
H -7.33 -0.07 -3.36
H -8.30 -1.51 -3.41
H -4.89 -1.38 -1.18
H -4.83 -0.65 -2.70
C 1.62 -4.15 -0.40
O 1.31 -3.04 0.43
C 1.76 -3.21 1.76
C 1.21 -2.05 2.60
C 1.77 -1.95 3.95
N -0.24 -2.03 2.74
H 1.23 -3.94 -1.39
H 1.21 -5.09 -0.04
H 2.70 -4.32 -0.49
H 1.33 -4.13 2.16
H 2.82 -3.07 1.95
H 1.47 -1.09 2.16
H 1.72 -2.84 4.56
H 1.42 -1.11 4.55
H 2.81 -1.63 3.99
H -0.56 -1.09 2.93
H -0.62 -2.34 1.86
C -5.90 5.92 -0.68
O -5.75 5.81 -2.07
C -5.75 4.53 -2.65
C -4.49 3.77 -2.28
C -3.27 4.34 -3.00
N -4.44 2.40 -2.77
H -5.00 5.81 -0.09
H -6.54 5.14 -0.27
H -6.28 6.89 -0.36
H -6.59 3.94 -2.31
H -5.87 4.50 -3.74
H -4.43 3.76 -1.20
H -3.42 4.30 -4.08
H -2.35 3.83 -2.74
H -3.11 5.39 -2.72
H -5.34 1.95 -2.69
H -3.87 1.80 -2.18
C 5.65 6.21 5.00
O 4.62 5.21 5.16
C 4.85 4.08 4.27
C 3.55 3.30 4.15
C 3.79 1.87 3.42
N 2.58 4.00 3.35
H 6.62 6.02 5.45
H 5.20 7.04 5.54
H 5.86 6.44 3.95
H 5.16 4.40 3.27
H 5.72 3.61 4.73
H 2.98 3.19 5.07
H 3.68 1.80 2.33
H 2.91 1.24 3.54
H 4.48 1.18 3.91
H 3.07 4.34 2.54
H 2.29 4.76 3.95
C 5.01 -1.68 -0.33
O 5.19 -0.40 0.39
C 6.19 0.52 0.03
C 7.67 0.07 0.52
N 7.80 0.00 2.00
C 7.56 -1.32 2.51
C 7.60 -1.38 4.14
O 6.31 -0.84 4.43
C 5.56 -1.44 5.45
H 4.45 -1.58 -1.26
H 4.43 -2.37 0.29
H 5.94 -2.19 -0.59
H 5.89 1.50 0.40
H 6.35 0.62 -1.04
H 8.38 0.85 0.23
H 7.88 -0.87 0.00
H 7.05 0.50 2.45
H 8.32 -2.06 2.27
H 6.54 -1.62 2.25
H 8.31 -0.83 4.75
H 7.68 -2.44 4.36
H 6.23 -1.30 6.30
H 5.37 -2.49 5.22
H 4.58 -1.03 5.69
C 0.38 7.88 -1.30
O -0.37 7.28 -2.32
C 0.09 7.46 -3.69
C -0.60 6.49 -4.65
N 0.41 5.69 -5.42
C 1.20 4.79 -4.61
C 0.44 3.46 -4.40
O 0.29 2.77 -5.60
C -0.31 1.41 -5.46
H 0.41 8.97 -1.32
H 1.42 7.57 -1.17
H -0.12 7.57 -0.38
H 1.17 7.41 -3.81
H -0.18 8.44 -4.09
H -1.04 7.15 -5.40
H -1.30 5.79 -4.21
H -0.06 5.23 -6.18
H 1.57 5.21 -3.67
H 2.07 4.42 -5.16
H -0.53 3.73 -3.96
H 0.93 2.78 -3.70
H -0.42 0.91 -6.42
H -1.24 1.42 -4.89
H 0.36 0.81 -4.83
C 10.69 1.00 -6.58
O 9.56 1.36 -7.29
C 9.00 0.17 -7.91
C 7.54 0.62 -8.21
N 6.53 0.32 -7.18
C 5.25 1.07 -7.12
C 4.50 1.01 -5.84
O 5.24 1.53 -4.75
C 4.45 1.42 -3.62
H 11.14 1.97 -6.35
H 11.49 0.35 -6.95
H 10.53 0.67 -5.55
H 8.87 -0.62 -7.16
H 9.42 -0.28 -8.81
H 7.18 0.06 -9.08
H 7.47 1.65 -8.54
H 6.92 0.38 -6.25
H 4.55 0.82 -7.91
H 5.65 2.07 -7.29
H 4.19 -0.03 -5.75
H 3.60 1.60 -6.02
H 4.78 2.01 -2.77
H 4.44 0.38 -3.30
H 3.38 1.55 -3.82
C 1.94 3.47 -0.24
O 2.24 2.33 -1.07
C 2.46 1.13 -0.29
C 1.60 -0.01 -0.69
N 0.27 0.15 -0.17
C -0.65 -0.72 -0.93
C -2.09 -0.62 -0.43
O -2.17 -1.36 0.74
C -3.49 -1.47 1.12
H 1.88 4.35 -0.87
H 2.68 3.71 0.52
H 1.02 3.41 0.35
H 2.47 1.31 0.78
H 3.50 0.95 -0.58
H 2.04 -0.95 -0.36
H 1.61 -0.07 -1.78
H 0.22 -0.25 0.76
H -0.33 -1.76 -0.99
H -0.74 -0.36 -1.96
H -2.68 -1.01 -1.26
H -2.35 0.43 -0.37
H -3.65 -2.19 1.92
H -4.16 -1.74 0.30
H -3.88 -0.56 1.56
C -2.31 0.38 4.70
C -2.37 1.79 5.18
O -3.49 2.06 6.05
H -1.34 0.40 4.20
H -3.01 0.13 3.90
H -2.42 -0.32 5.53
H -2.31 2.51 4.36
H -1.51 2.07 5.78
H -3.41 2.94 6.41



Computed, not measured: an isolated molecule of C21H24N2O5, with ωB97M-V/def2-TZVPD.

For the LUMO energy, the calculation gives 0.77 eV. The spin multiplicity is 1. The structure (SMILES) is CCOCCCNC(=O)[C@H](NC(=O)c1ccc2c(c1)OCO2)c1ccccc1. The calculation puts the largest force on an atom at 1.28 eV Å⁻¹. The total charge is 0.

Element x y z (Å)
C -7.92 0.66 -0.92
C -6.64 0.55 -1.75
O -5.59 -0.16 -1.13
C -5.06 0.38 0.06
C -4.36 1.73 -0.12
C -3.61 2.17 1.14
N -2.55 1.25 1.50
C -1.34 1.31 0.90
O -0.95 2.23 0.22
C -0.49 0.05 1.13
N 0.80 0.28 0.54
C 1.92 -0.31 1.03
O 1.88 -1.16 1.90
C 3.20 0.14 0.39
C 3.38 1.43 -0.09
C 4.59 1.83 -0.64
C 5.60 0.90 -0.71
C 5.42 -0.40 -0.21
C 4.24 -0.80 0.35
O 6.58 -1.11 -0.39
C 7.49 -0.22 -1.01
O 6.86 1.03 -1.20
C -1.24 -1.10 0.48
C -1.75 -2.14 1.24
C -2.48 -3.15 0.64
C -2.72 -3.12 -0.72
C -2.21 -2.09 -1.49
C -1.47 -1.08 -0.89
H -7.78 1.34 -0.07
H -8.20 -0.32 -0.54
H -8.72 1.05 -1.54
H -6.31 1.56 -2.05
H -6.85 -0.02 -2.66
H -5.84 0.47 0.83
H -4.34 -0.38 0.38
H -3.64 1.64 -0.94
H -5.08 2.50 -0.38
H -4.30 2.24 1.99
H -3.15 3.14 0.97
H -2.81 0.39 1.94
H -0.36 -0.15 2.20
H 0.84 1.03 -0.12
H 2.59 2.16 -0.01
H 4.74 2.83 -1.01
H 4.09 -1.79 0.74
H 8.37 -0.09 -0.37
H 7.80 -0.63 -1.98
H -1.55 -2.17 2.30
H -2.87 -3.96 1.24
H -3.29 -3.91 -1.19
H -2.39 -2.06 -2.55
H -1.08 -0.27 -1.49



| no. | DFT total energy (eV) |
| --- | --- |
| 1 | -465885.805 |
| 2 | -11971.590 |
| 3 | -107451.831 |
| 4 | -35384.586 |